70
Properties=species:S:1:pos:R:3:forces:R:3:mulliken_charge:R:1 method="wB97M-V/def2-TZVPD" homo_lumo_gap_ev=8.52 max_force_ev_per_a=0.901 charge=0
Li 0.5754 2.0064 1.0851 -0.90 0.05 0.03 0.86
C 2.1270 -3.2308 -1.0068 0.28 0.22 0.31 -1.03
C 2.8302 -2.7561 0.2374 0.02 -0.11 0.04 1.05
C 2.5082 -3.2736 1.4870 0.02 0.01 -0.08 -0.73
C 3.1332 -2.7996 2.6319 -0.01 0.01 0.08 -0.40
C 4.0933 -1.8105 2.5198 0.07 -0.02 0.19 -0.05
C 4.4463 -1.2943 1.2809 0.03 0.02 -0.03 -0.61
C 3.8115 -1.7694 0.1482 0.00 0.01 0.03 -0.61
S 4.8579 -1.1461 3.9870 0.12 0.14 0.11 1.41
O 4.1764 -1.7096 5.1187 -0.13 0.02 -0.09 -0.73
O 6.2800 -1.2819 3.8702 -0.09 0.10 -0.19 -0.72
N 4.5079 0.4560 3.9381 0.06 -0.36 -0.07 -0.41
C 3.0792 0.7838 3.9832 -0.14 0.07 0.07 -0.30
C 2.8652 2.1807 3.3986 0.22 -0.19 -0.36 -0.84
C 3.2123 2.1476 1.8931 -0.03 -0.01 0.03 0.68
O 4.3989 2.0037 1.5842 -0.02 0.00 0.03 -0.75
O 2.2294 2.2123 1.0827 0.78 0.08 0.15 -0.81
H 1.4823 -4.0832 -0.7959 -0.05 -0.01 -0.03 0.42
H 2.8488 -3.5187 -1.7723 -0.03 -0.02 -0.06 0.42
H 1.5138 -2.4275 -1.4226 0.57 -0.18 0.33 -0.41
H 1.7604 -4.0538 1.5668 -0.02 0.02 0.01 0.32
H 2.8859 -3.1814 3.6140 -0.03 0.00 -0.03 0.49
H 5.1963 -0.5176 1.2101 -0.02 0.03 -0.06 0.37
H 4.0774 -1.3659 -0.8218 0.00 0.03 0.00 0.39
H 4.9499 0.9048 3.1279 0.03 0.04 0.06 0.40
H 2.7437 0.7273 5.0192 0.01 0.04 -0.03 0.38
H 2.4886 0.0590 3.4048 -0.02 0.03 0.03 0.22
H 3.5286 2.8842 3.9036 -0.08 0.06 0.02 0.32
H 1.8261 2.4834 3.5248 0.00 0.03 0.13 0.27
C -0.3144 -3.8210 -3.9047 0.07 0.09 0.08 -1.57
C -0.0362 -2.4903 -3.2120 -0.51 -0.04 -0.14 -0.01
C -1.1762 -1.4950 -3.4170 0.16 0.02 0.02 -0.66
C -0.9030 -0.1228 -2.8024 -0.16 -0.09 -0.20 -0.41
N -0.8579 -0.1848 -1.3473 0.06 0.04 -0.13 0.20
C -1.5116 0.4700 -0.3833 -0.15 0.02 -0.15 0.20
S -1.0590 0.1641 1.2284 0.09 -0.11 0.36 -0.40
N -2.5037 1.3505 -0.6017 0.00 -0.07 -0.01 0.07
C -3.2960 1.6550 -1.7875 -0.06 -0.14 -0.18 -1.61
C -4.2083 0.5071 -2.2197 0.01 0.09 0.20 0.71
C -5.2548 0.1507 -1.1673 -0.01 -0.12 -0.16 -0.38
C -6.1647 -0.9819 -1.6349 0.05 0.10 0.08 -1.31
H 0.5096 -4.5176 -3.7510 -0.02 -0.04 -0.02 0.43
H -0.4436 -3.6790 -4.9788 0.00 -0.03 -0.01 0.39
H -1.2236 -4.2789 -3.5114 0.00 -0.02 -0.02 0.33
H 0.8906 -2.0614 -3.6041 0.04 0.02 0.08 0.47
H 0.1094 -2.6734 -2.1433 -0.40 0.04 -0.48 0.34
H -2.0960 -1.9055 -2.9908 -0.03 0.01 -0.04 0.19
H -1.3452 -1.3564 -4.4885 -0.03 0.00 -0.01 0.33
H -1.6647 0.5804 -3.1200 0.19 -0.12 0.01 0.00
H 0.0613 0.2473 -3.1618 -0.02 0.07 0.00 0.46
H -0.1329 -0.7742 -0.9684 0.00 -0.02 0.10 -0.26
H -2.9014 1.6473 0.2732 0.05 0.12 0.05 0.29
H -2.6487 1.9657 -2.6070 -0.09 0.16 0.11 0.44
H -3.9027 2.5218 -1.5239 0.02 0.02 0.00 0.54
H -3.6025 -0.3783 -2.4328 -0.05 0.02 -0.07 -0.53
H -4.7058 0.7977 -3.1493 0.02 -0.03 -0.03 0.47
H -5.8591 1.0352 -0.9443 0.03 0.02 0.05 0.32
H -4.7542 -0.1484 -0.2425 -0.01 0.05 0.03 0.31
H -6.6900 -0.7038 -2.5502 -0.01 -0.03 0.00 0.32
H -6.9089 -1.2222 -0.8759 -0.01 -0.03 -0.03 0.39
H -5.5856 -1.8845 -1.8375 -0.02 -0.01 -0.01 0.30
N -1.6140 3.9449 2.2071 -0.11 0.08 0.06 0.00
C -2.2558 5.1112 1.9924 0.00 0.00 -0.06 -0.35
C -1.7891 5.6010 0.7961 -0.03 0.01 -0.03 -0.56
C -0.8494 4.6479 0.3647 -0.08 0.11 0.06 -0.53
N -0.7529 3.6509 1.2289 0.29 -0.18 -0.16 -0.03
H -1.6962 3.3309 2.9990 0.00 -0.07 -0.03 0.16
H -2.9807 5.5000 2.6870 0.03 -0.03 0.02 0.45
H -2.0777 6.5152 0.3082 0.01 -0.01 0.01 0.40
H -0.2385 4.6557 -0.5235 0.02 -0.02 0.02 0.48

254
Properties=species:S:1:pos:R:3:forces:R:3:mulliken_charge:R:1 method="wB97M-V/def2-TZVPD" homo_lumo_gap_ev=7.96 max_force_ev_per_a=3.586 charge=0
C 1.8717 -5.4931 0.8971 0.62 0.25 -0.30 1.35
C 1.8572 -5.0605 -0.5792 0.61 -0.12 0.22 -0.18
O 0.7983 -5.6846 -1.2495 -1.00 -0.94 -0.46 -0.70
O 2.0897 -6.8978 1.0689 0.12 0.49 -0.25 -0.58
H 0.9598 -5.1974 1.4159 -0.25 0.17 -0.17 -0.89
H 2.6996 -4.9907 1.3974 0.06 -0.06 0.06 0.12
H 2.7270 -5.4069 -1.1373 0.72 0.37 0.58 0.47
H 1.7290 -3.9937 -0.7627 0.12 0.10 0.53 -0.36
H 1.1292 -6.5694 -1.4206 -0.46 -0.23 -0.35 0.36
H 1.4054 -7.3718 0.5908 -0.21 -0.08 0.07 0.36
C 2.3427 -3.2104 7.8173 -0.15 0.77 0.72 -0.23
C 1.1242 -3.9903 8.2920 1.05 0.94 0.25 -0.31
O 1.0970 -4.1034 9.7102 0.02 -0.58 -0.04 -0.56
O 2.1463 -1.7821 7.9930 -0.17 -0.51 -0.94 -0.39
H 2.5009 -3.4964 6.7774 0.08 0.80 -0.24 0.17
H 3.2592 -3.4218 8.3682 -0.08 -0.73 0.04 0.31
H 1.2147 -4.9626 7.8077 -0.54 -0.26 0.53 0.22
H 0.2552 -3.4198 7.9641 -0.21 -0.37 -0.38 0.24
H 0.9009 -3.2439 10.0903 -0.12 0.05 -0.09 0.33
H 2.2231 -1.5653 8.9251 0.12 -0.09 0.02 0.23
C -1.0980 -2.8382 -2.3480 0.68 0.03 -1.04 1.35
C -1.7984 -3.7869 -1.4134 -0.31 -0.34 -0.79 -0.70
O -1.0417 -4.0006 -0.2699 0.04 0.36 1.33 0.00
O -1.8208 -2.6228 -3.5602 -0.57 0.68 0.28 -0.53
H -0.1424 -3.2395 -2.6855 0.36 -0.42 0.55 -0.10
H -0.8151 -1.8935 -1.8838 -0.55 0.22 -0.03 -0.71
H -1.9542 -4.7006 -1.9870 0.02 -0.44 0.04 0.45
H -2.8060 -3.4720 -1.1418 0.09 0.41 0.06 -0.07
H -0.4784 -4.7717 -0.3682 -0.11 -0.21 -0.41 0.11
H -1.8033 -3.4278 -4.0829 0.07 -0.08 0.09 0.34
C 1.3576 5.4441 -4.9547 -1.61 0.69 0.71 -0.79
C 0.1369 4.6336 -4.4748 -0.46 0.19 -0.10 -0.23
O 0.5183 3.4796 -3.7163 -0.22 0.03 -0.86 0.92
O 1.8649 6.1744 -3.8483 0.51 -0.04 -0.24 -0.67
H 1.0795 6.2800 -5.5967 -0.36 -0.52 -0.60 0.46
H 2.0274 4.7661 -5.4837 0.50 0.08 0.18 0.12
H -0.5433 4.3642 -5.2828 0.38 -0.51 -0.30 0.36
H -0.5137 5.2074 -3.8149 0.21 0.70 0.02 0.13
H 1.1570 3.8439 -3.0991 0.35 -0.32 0.60 -0.25
H 2.2587 5.5485 -3.2362 0.39 -0.11 0.29 0.38
C -1.4990 -5.0127 3.3441 1.28 0.30 0.02 0.05
C -0.4289 -5.8996 4.0426 -1.10 1.09 -0.02 -0.62
O 0.3024 -5.0765 5.0506 -0.93 -1.37 -1.73 -0.34
O -2.1676 -4.1736 4.2347 -0.48 0.01 0.53 -0.56
H -2.2314 -5.5811 2.7708 0.13 -0.24 0.17 0.51
H -0.9732 -4.3561 2.6508 0.17 -0.10 -0.54 -0.38
H 0.2018 -6.2749 3.2368 0.47 -0.07 0.29 0.35
H -0.9656 -6.7333 4.4953 0.32 -0.03 0.48 0.42
H 0.9185 -5.7208 5.4067 0.26 0.19 0.31 0.18
H -1.4548 -3.7083 4.6785 -0.11 0.25 0.43 0.38
C -0.7693 1.6175 -6.7708 0.46 -1.38 -1.66 0.79
C -1.4504 0.2217 -6.9021 -1.46 0.92 0.68 -0.47
O -0.5609 -0.8728 -6.9743 1.16 0.59 0.13 -0.50
O -0.0637 1.8586 -8.0577 -0.76 0.16 1.96 -0.58
H -0.1345 1.6802 -5.8869 0.62 -0.31 -0.21 -0.63
H -1.4911 2.4100 -6.5730 -0.34 -0.16 -0.64 0.29
H -2.1455 0.2267 -7.7416 0.31 0.20 -0.54 0.52
H -2.1476 0.1384 -6.0684 0.18 -0.27 0.60 0.05
H -0.9640 -1.7147 -7.1988 -0.46 0.35 -0.02 0.27
H 0.2505 0.9779 -8.2753 0.32 -0.08 -0.24 0.35
C 4.5967 1.3601 -4.3200 -0.25 -1.57 0.89 0.87
C 3.8938 1.9978 -5.4901 0.13 -0.94 -0.30 -0.26
O 4.5454 3.0724 -6.1260 0.07 -0.14 0.00 -0.65
O 4.7575 2.1144 -3.1489 -0.42 1.77 -0.23 -0.40
H 5.5388 0.8304 -4.4613 0.52 0.59 -1.23 0.35
H 4.0217 0.4906 -4.0016 -0.93 -0.21 -0.45 -0.60
H 2.8316 2.1873 -5.3358 -0.11 0.59 0.83 -0.17
H 3.7930 1.1592 -6.1791 0.48 0.07 -0.60 0.54
H 4.8349 3.6893 -5.4498 0.01 0.15 0.11 0.39
H 4.7436 1.4701 -2.4374 0.22 0.08 0.97 0.25
C 3.5034 2.2316 2.4551 -1.01 0.20 -0.55 -0.03
C 2.5563 3.4047 2.6747 0.59 0.29 1.21 0.73
O 2.6040 3.7347 4.0591 0.12 0.43 -0.27 -0.76
O 3.3270 1.8685 1.1052 2.06 0.06 -0.64 1.38
H 3.2827 1.3997 3.1239 -0.36 -0.12 0.13 -0.59
H 4.5438 2.4699 2.6764 0.00 0.33 -0.33 0.59
H 1.5191 3.2385 2.3835 -0.06 -0.73 -0.14 -0.63
H 2.8180 4.2774 2.0763 0.55 0.08 0.01 -0.09
H 1.7926 3.3670 4.4170 -0.49 0.17 0.50 0.36
H 2.4904 1.4099 0.9992 -1.10 -0.64 0.17 -0.44
C 5.0833 -2.4636 2.7782 0.70 0.32 0.22 -0.19
C 5.9236 -2.5431 4.0471 -0.89 0.24 -0.49 -0.71
O 5.1377 -2.3728 5.2325 0.57 0.12 -0.52 -0.41
O 4.5155 -1.1853 2.4963 0.43 -1.11 0.59 0.70
H 4.3040 -3.2252 2.8062 0.04 -0.20 -0.30 0.24
H 5.8403 -2.6276 2.0113 -0.26 -0.59 -0.47 0.30
H 6.6758 -1.7678 3.9015 0.24 0.07 0.56 0.38
H 6.3906 -3.5277 4.0224 0.22 -0.09 0.22 0.36
H 5.6691 -1.8129 5.8033 -0.25 0.03 0.28 0.26
H 3.6206 -1.3249 2.8145 -0.73 0.95 -0.28 -0.09
C 6.5583 1.0803 -0.5447 0.20 -0.60 -0.74 -0.78
C 7.1602 0.0002 0.3654 -0.52 1.46 -0.05 -0.45
O 6.7194 0.3194 1.7151 0.90 -0.88 -1.22 -0.57
O 5.1917 0.8155 -0.8676 0.53 -0.36 0.29 0.27
H 7.0756 1.0831 -1.5041 0.17 0.11 -0.02 0.39
H 6.5981 2.0792 -0.1103 0.42 -0.05 0.24 0.36
H 8.2437 -0.0180 0.2474 0.23 0.42 0.51 0.43
H 6.8702 -0.9689 -0.0404 -0.58 -0.19 0.46 0.05
H 6.2203 -0.4411 2.0220 -0.46 0.26 0.23 0.18
H 4.7403 0.9533 -0.0316 -0.96 0.17 0.47 -0.30
C 3.1590 4.4318 -0.9164 0.78 0.95 0.73 1.81
C 3.7980 5.8669 -0.6766 0.08 -1.84 -0.13 -1.11
O 5.0186 5.9750 -1.3703 0.14 0.60 -0.97 -0.59
O 2.7338 4.1986 -2.2657 -0.27 0.40 1.07 -0.07
H 2.3727 4.2748 -0.1780 -0.73 0.26 -0.42 -1.00
H 3.8416 3.6462 -0.5924 0.48 0.12 -0.34 -0.32
H 3.9643 6.0119 0.3908 -0.21 -0.19 0.24 0.51
H 3.1446 6.6747 -1.0062 -0.04 -0.13 -0.27 0.35
H 5.8076 5.6795 -0.9101 -0.43 -0.19 0.43 0.32
H 3.2904 3.5350 -2.6798 0.75 -0.44 -0.11 -0.21
C 0.7430 -0.0996 -3.6119 -0.10 0.46 0.44 -0.56
O 1.6610 -0.3657 -2.5557 -0.40 -0.26 0.26 1.58
C 1.9938 0.7420 -1.6883 0.62 -1.02 -1.94 0.39
C 0.9208 1.2900 -0.8170 -0.44 -1.61 0.92 0.26
N 0.9228 0.6866 0.5490 0.10 0.80 1.18 0.88
C 0.7810 -0.7427 0.7257 -0.27 -1.56 -0.30 0.07
C 0.6099 -1.3088 2.1956 1.57 1.25 -2.14 -0.46
O 1.8519 -1.1457 2.8945 -1.16 0.39 1.71 -0.25
C 1.5527 -1.3023 4.3084 0.05 -0.35 0.01 -0.83
H 0.8404 0.9162 -3.9947 0.33 0.20 -0.06 -0.27
H -0.2878 -0.1692 -3.2644 -0.18 -0.21 0.02 -0.27
H 0.8824 -0.8052 -4.4309 0.14 -0.11 0.20 0.31
H 2.3309 1.5123 -2.3819 0.18 0.35 0.21 -0.36
H 2.8491 0.3482 -1.1393 -0.03 0.31 0.23 -0.55
H -0.0456 1.0283 -1.2480 -0.24 0.67 -0.50 0.89
H 1.1337 2.3574 -0.7572 -0.58 0.05 0.35 -1.36
H 0.0959 1.0117 1.0292 -0.05 0.85 0.18 -0.96
H 1.5812 -1.2547 0.1912 0.21 -0.17 0.23 0.12
H -0.1349 -1.0834 0.2430 -0.36 -0.24 -0.32 -0.48
H 0.3985 -2.3769 2.1462 -0.32 -0.06 -0.17 -0.31
H -0.2196 -0.7634 2.6456 0.07 0.01 0.43 -0.07
H 2.4134 -1.2134 4.9713 0.46 0.02 -0.56 0.32
H 1.1331 -2.2957 4.4667 -0.09 -0.20 0.05 0.22
H 0.8361 -0.5717 4.6836 -0.15 0.04 -0.45 -0.13
C -3.1575 -1.2964 2.0491 0.60 0.99 0.47 -0.07
O -4.4438 -1.9100 2.0791 1.62 0.86 0.46 -0.49
C -4.5029 -3.1197 1.3921 -2.86 -0.75 0.00 0.10
C -6.0229 -3.6421 1.5677 1.59 0.07 -0.03 -0.79
N -6.1274 -4.9002 0.8205 0.37 0.02 0.43 -0.28
C -7.4213 -5.5827 0.9117 -1.06 2.81 -1.96 -0.72
C -8.4978 -4.6345 0.2007 0.00 -1.88 0.36 -0.65
O -8.2355 -4.4577 -1.2170 1.06 -0.67 2.70 -0.29
C -9.3144 -3.8780 -1.8386 -0.61 0.40 -0.50 -0.74
H -2.2923 -1.9128 2.2933 -0.39 -0.72 0.34 0.05
H -3.1056 -0.4185 2.6930 -0.61 -0.36 0.86 0.25
H -2.7985 -0.7446 1.1804 -0.83 -0.57 -1.38 0.03
H -3.8964 -3.9548 1.7429 0.53 0.37 0.32 0.05
H -4.2865 -2.9100 0.3446 -0.07 -0.35 -0.33 0.06
H -6.7173 -2.8508 1.2855 0.00 0.16 -0.50 0.29
H -6.2591 -3.8102 2.6184 0.45 -0.17 0.21 0.37
H -5.9578 -4.5931 -0.1266 -0.17 -0.62 -0.48 0.26
H -7.7360 -5.6983 1.9489 0.17 -0.17 -0.02 0.36
H -7.4953 -6.5101 0.3437 0.63 -0.17 0.30 0.37
H -8.6348 -3.7275 0.7896 0.31 0.53 -0.49 0.39
H -9.4477 -5.1607 0.2952 -0.37 -0.11 -0.13 0.52
H -10.2499 -4.4043 -1.6491 -0.12 -0.57 -0.23 0.30
H -9.0432 -3.9001 -2.8941 -0.50 0.42 -0.05 0.23
H -9.5282 -2.8855 -1.4419 0.30 0.51 -0.31 0.31
C -3.2490 0.8294 -3.3096 0.59 0.69 1.04 -0.22
O -3.9204 1.8460 -2.5367 0.22 0.48 -0.12 -0.39
C -3.3520 3.1882 -2.4561 0.25 -0.79 0.58 -0.07
C -4.2981 4.1096 -1.7086 -1.44 -0.07 -0.85 0.10
N -5.5231 4.2297 -2.4473 -1.74 0.41 -1.38 -0.46
C -6.7443 4.7197 -1.7737 0.84 -0.98 -0.37 -0.20
C -7.9611 4.4981 -2.6793 0.00 1.05 1.91 -0.95
O -8.6330 3.2963 -2.2943 0.31 0.33 -1.75 -0.27
C -9.6653 2.9693 -3.2180 -0.37 -0.93 0.78 -0.82
H -3.8282 0.5316 -4.1836 -0.06 0.00 0.14 0.52
H -3.0217 -0.0028 -2.6433 -0.71 -0.41 -0.01 0.13
H -2.2261 1.0769 -3.5932 -0.01 0.78 -0.44 -0.29
H -3.0733 3.5254 -3.4545 -0.16 0.24 -0.05 0.69
H -2.4701 3.1951 -1.8156 0.53 -0.38 -0.24 -0.07
H -3.9650 5.1462 -1.6568 0.89 -0.30 0.52 0.32
H -4.5802 3.6999 -0.7387 0.76 -0.09 0.54 -0.59
H -5.7767 3.3539 -2.8819 0.14 -0.26 0.09 0.38
H -6.6677 5.7604 -1.4589 0.24 0.18 -0.39 0.25
H -6.8983 4.1557 -0.8538 -0.27 -0.16 0.35 0.18
H -7.6735 4.6498 -3.7197 -0.12 -0.69 -0.24 0.36
H -8.6445 5.3011 -2.4031 -0.31 0.31 -0.37 0.55
H -10.2562 2.2434 -2.6595 -0.28 -0.02 -0.23 0.24
H -9.3568 2.4777 -4.1407 0.65 0.00 -0.03 0.30
H -10.3260 3.7762 -3.5352 0.15 0.52 0.39 0.33
C 4.1511 -2.1480 -2.0785 0.82 0.19 -0.54 0.90
O 4.4851 -2.9554 -3.1974 0.10 -0.78 -0.65 -0.48
C 3.4617 -3.3115 -4.1357 -1.05 2.30 0.54 0.17
C 3.9879 -3.8247 -5.4201 0.28 -2.29 1.53 -1.20
N 4.4890 -5.1998 -5.0812 -0.85 2.03 -2.16 -0.23
C 5.4050 -5.5943 -6.1255 0.22 -0.63 1.92 -0.67
C 5.8389 -7.0105 -5.7752 0.65 -1.49 -0.42 -0.61
O 6.2391 -7.1189 -4.4090 0.04 -0.08 1.17 -0.29
C 6.3955 -8.4819 -3.9534 0.31 0.33 -1.32 -0.78
H 3.9604 -1.1217 -2.3922 -0.45 -0.11 0.03 -0.45
H 5.0718 -2.0947 -1.4974 -0.05 -0.16 0.15 0.16
H 3.3579 -2.5395 -1.4416 -0.27 -0.05 -0.18 -0.35
H 2.9437 -2.4217 -4.4935 -0.51 0.59 0.77 0.10
H 2.7377 -3.9694 -3.6551 -0.10 -0.25 -0.08 0.12
H 4.6330 -3.0592 -5.8514 1.09 -0.31 0.22 0.44
H 3.2242 -3.9198 -6.1919 -0.51 -0.12 0.25 0.38
H 4.7314 -5.3271 -4.1090 0.76 0.24 -0.35 0.34
H 6.2803 -4.9472 -6.1819 0.53 0.09 0.30 0.31
H 4.9175 -5.3701 -7.0743 -0.19 -1.02 -0.24 0.35
H 6.6684 -7.3246 -6.4088 0.37 0.07 -0.20 0.40
H 5.1207 -7.8247 -5.8716 -0.84 0.47 -0.61 0.39
H 5.5624 -9.1232 -4.2410 -0.44 0.19 -0.06 0.32
H 6.5499 -8.6185 -2.8830 -0.08 0.86 -0.02 0.26
H 7.2585 -8.9081 -4.4649 0.27 -0.12 0.02 0.31
C 2.6325 2.3776 9.1452 -1.33 -2.07 -1.59 -0.77
O 1.7665 1.7139 8.0909 1.92 -0.54 2.86 -0.28
C 1.4340 2.5300 7.0816 -0.16 1.84 -1.24 -0.58
C 0.8556 1.7421 5.9466 0.27 -0.41 -1.53 -0.07
N 0.0787 2.5921 5.0200 -0.31 0.07 1.80 -0.59
C -0.4574 1.8354 3.9339 0.06 0.52 -1.06 0.17
C -1.2595 2.6745 2.9274 1.40 -0.03 -0.02 -0.98
O -1.6980 1.7165 1.9949 0.20 -1.08 0.41 1.01
C -2.1853 2.1989 0.7994 -1.00 1.75 -1.35 -0.14
H 3.3952 1.6105 9.2797 -0.18 0.05 0.79 0.21
H 1.8971 2.4992 9.9405 0.80 0.34 0.42 0.29
H 3.1879 3.2642 8.8395 -0.66 0.26 -0.30 0.35
H 2.3137 3.1025 6.7876 0.19 0.06 -0.70 0.33
H 0.7399 3.3140 7.3847 -0.66 0.22 0.21 0.30
H 0.3187 0.8434 6.2503 -0.47 0.15 0.65 0.54
H 1.6428 1.3072 5.3307 0.48 0.13 0.09 -0.17
H -0.6597 2.9710 5.5954 -0.31 0.44 -0.08 0.35
H -1.1143 0.9857 4.1198 0.04 -0.33 0.78 0.89
H 0.4699 1.4734 3.4899 -0.28 -0.47 -0.84 -0.62
H -0.6070 3.4144 2.4638 0.24 0.04 -0.35 -0.30
H -2.0317 3.2998 3.3755 -0.64 -0.40 0.19 0.59
H -1.4852 2.7636 0.1838 0.70 0.12 0.37 -1.03
H -2.9831 2.9157 0.9942 -0.29 0.06 -0.10 0.21
H -2.5710 1.4772 0.0793 -0.08 -0.78 0.69 0.59
C -0.3807 5.1950 -0.2093 -1.06 -0.12 0.07 -1.02
O -1.7849 5.3709 0.2028 1.68 0.71 -0.03 0.15
C -1.9736 6.5755 0.9370 -0.91 1.16 0.84 -0.87
C -3.2955 6.5618 1.7606 0.46 0.07 -0.58 -0.48
N -4.3808 6.2773 0.8218 0.45 -0.74 0.89 -0.10
C -5.6658 6.1484 1.5004 0.15 -0.98 -0.61 -0.82
C -5.8754 4.8052 2.3005 0.61 1.31 0.54 -0.66
O -5.3909 3.6695 1.6167 -0.51 -0.39 -0.25 0.20
C -5.3187 2.3916 2.2846 0.32 -0.09 -0.83 -0.89
H 0.2551 4.9275 0.6347 -0.16 -0.22 0.28 0.48
H 0.1117 6.0460 -0.6800 -0.57 0.52 -0.02 0.76
H -0.3722 4.4079 -0.9633 -0.08 -0.16 0.15 -0.27
H -2.0886 7.4814 0.3417 0.01 -0.26 -1.02 0.37
H -1.1279 6.8704 1.5581 0.30 -0.71 0.43 0.47
H -3.5374 7.5235 2.2130 0.64 0.25 0.06 0.51
H -3.2546 5.8245 2.5624 0.14 -0.24 0.27 0.15
H -4.1256 5.3141 0.6567 -0.34 -0.42 -1.25 -0.24
H -6.4184 6.1929 0.7132 -0.18 -0.17 0.04 0.21
H -5.8540 7.0258 2.1190 0.03 -0.16 0.39 0.47
H -6.9451 4.8859 2.4938 -0.29 -1.02 0.18 0.34
H -5.3295 4.8312 3.2436 -0.14 0.32 0.38 0.49
H -6.1641 2.0716 2.8936 -0.28 0.58 -0.06 0.45
H -4.4011 2.2111 2.8446 0.18 0.74 0.47 0.13
H -5.2001 1.6609 1.4845 -0.38 0.05 -0.21 0.31